This record from the Open Molecules 2025 dataset describes C22H36N4O3 in the gas phase. The level of theory is ωB97M-V with the def2-TZVPD basis set.

Computed properties:
2S+1 ... 1
SMILES string ... COCCCCC(=O)N[C@H]1CC[C@@H](N(C)C(=O)c2cnc3n2CC[C@@H](C)C3)CC1
ΔE to the lowest compared entry with this formula, charge and spin ... 0.1 kcal per mole
HOMO-LUMO gap ... 9.42 eV
HOMO level ... -8.73 eV

Positions of all 65 atoms, in Å:
C (2.71822, -1.01269, -0.99706)
O (1.36451, -1.39350, -0.91907)
C (1.01671, -2.32957, -1.92129)
C (-0.43431, -2.72638, -1.75386)
C (-1.39247, -1.55955, -1.96350)
C (-2.86258, -1.96097, -1.81560)
C (-3.17965, -2.58774, -0.46761)
O (-3.55450, -3.74345, -0.35711)
N (-3.03303, -1.75673, 0.60133)
C (-3.12438, -2.27045, 1.96275)
C (-1.79743, -2.88587, 2.40650)
C (-0.68237, -1.84930, 2.32619)
C (-1.02261, -0.54922, 3.07462)
N (-0.04849, 0.49960, 2.72867)
C (0.56272, 1.21317, 3.83570)
C (0.07243, 0.86308, 1.42333)
O (-0.76005, 0.52522, 0.58020)
C (1.27593, 1.59941, 0.99840)
C (2.52645, 1.75062, 1.55194)
N (3.38620, 2.32225, 0.66981)
C (2.67585, 2.52310, -0.42458)
N (1.39756, 2.10800, -0.28681)
C (0.40271, 2.12116, -1.36294)
C (0.84250, 3.06470, -2.46922)
C (2.29158, 2.82040, -2.87794)
C (2.68742, 3.63758, -4.09825)
C (3.18842, 3.13948, -1.68310)
C (-2.46494, -0.03551, 2.92267)
C (-3.50464, -1.15380, 2.93007)
H (2.92295, -0.33080, -0.17383)
H (3.38066, -1.88274, -0.91583)
H (2.93455, -0.50547, -1.94732)
H (1.18657, -1.88534, -2.91463)
H (1.66656, -3.21195, -1.84348)
H (-0.66283, -3.52744, -2.46316)
H (-0.56508, -3.14911, -0.75260)
H (-1.14005, -0.76035, -1.26557)
H (-1.24643, -1.15166, -2.96987)
H (-3.50087, -1.08453, -1.95341)
H (-3.13643, -2.69984, -2.56832)
H (-2.49601, -0.91118, 0.45419)
H (-3.89745, -3.03733, 1.95402)
H (-1.90904, -3.26424, 3.42771)
H (-1.56108, -3.74000, 1.76889)
H (0.24150, -2.24985, 2.75089)
H (-0.46904, -1.63325, 1.28068)
H (-0.86116, -0.75143, 4.13754)
H (0.94120, 2.17688, 3.50850)
H (-0.19327, 1.39375, 4.60187)
H (1.37953, 0.64417, 4.28842)
H (2.85933, 1.44993, 2.53086)
H (0.29336, 1.09981, -1.73105)
H (-0.55672, 2.41555, -0.94675)
H (0.17225, 2.93018, -3.32079)
H (0.73622, 4.10392, -2.13824)
H (2.40047, 1.75497, -3.11465)
H (2.55179, 4.70448, -3.90416)
H (3.73476, 3.47627, -4.35881)
H (2.07910, 3.37363, -4.96448)
H (3.24383, 4.22576, -1.55123)
H (4.21023, 2.79209, -1.84212)
H (-2.66930, 0.67492, 3.72833)
H (-2.54402, 0.52481, 1.99360)
H (-4.48399, -0.74664, 2.67119)
H (-3.58986, -1.59106, 3.92936)

These are the natural (NBO) partial charges, in e, on atoms 1 to 5: atom 1 (C): -0.25, atom 2 (O): -0.55, atom 3 (C): -0.05, atom 4 (C): -0.42, atom 5 (C): -0.41